# 1
Molecular formula: C27H33N5O3S2V
Method: DFT, ωB97M-V with the def2-TZVPD basis set

Last column: Löwdin charge in e.
Atoms and positions in Å:
H 0.927 3.319 2.780  0.104
H 3.630 0.514 -2.387  0.187
C 3.150 -2.690 3.078  0.000
H 3.881 1.513 -0.454  0.135
S 1.539 0.907 2.328  1.004
C -0.113 3.288 2.483  -0.015
H 0.694 -1.644 -3.075  0.075
C 0.743 -3.076 2.704  -0.010
C 0.587 -1.706 2.429  -0.073
H 0.913 4.267 -1.881  0.115
H 1.351 -5.525 3.384  0.067
C -2.144 -3.416 -0.196  0.048
N -1.620 -2.287 -0.781  -0.159
H 1.589 -2.173 -0.573  0.091
H 2.674 2.745 -2.388  0.145
H 2.815 -1.041 -0.036  0.068
H -3.227 -2.543 -3.771  0.142
H 4.083 -3.169 3.393  0.130
H 1.563 3.436 -0.390  0.103
H 1.872 -4.772 4.842  0.121
C -2.053 -1.964 -2.026  -0.520
C -4.225 2.344 -0.274  -0.002
H -3.432 0.820 -1.507  0.075
H -0.053 -3.752 2.607  0.093
N 1.755 -0.406 -1.716  -0.264
C -3.591 -3.854 -2.071  -0.019
C -3.217 1.454 -0.660  -0.130
H -1.772 -3.684 0.744  0.118
H -4.746 4.004 0.948  0.143
C 2.104 -4.861 3.736  -0.036
C -1.018 4.259 2.834  -0.017
H 3.144 -5.217 3.665  0.090
C -3.107 -4.179 -0.831  -0.024
H -4.230 -4.539 -2.609  0.131
H -0.705 4.985 3.591  0.133
H -1.307 2.687 -2.595  0.090
H -0.093 3.445 -3.549  0.095
C -0.481 2.276 1.533  -0.297
H 1.324 -0.180 -3.753  0.088
C 1.967 1.911 -2.563  -0.091
H 1.879 1.735 -3.643  0.128
C 1.711 -0.894 2.367  -0.389
O -0.810 -1.464 -0.135  -0.222
C -0.323 2.540 -3.048  -0.085
H 3.815 -0.732 2.717  0.094
O 0.910 1.138 3.658  -0.432
H 3.066 -2.014 -1.542  0.108
N 0.217 1.151 1.130  -0.176
H -0.151 3.752 -0.664  0.084
C -2.670 3.318 1.282  -0.159
H 2.433 -1.487 -3.276  0.095
S -1.494 -0.398 -2.603  0.831
C 0.773 3.461 -1.141  -0.061
C -1.747 2.380 0.848  -0.183
C 2.362 -1.496 -0.896  -0.010
C -2.339 4.214 2.328  0.042
C -3.940 3.312 0.684  0.052
H -5.189 2.246 -0.782  0.128
H -3.084 4.866 2.780  0.131
C 2.996 -1.370 2.644  -0.078
C 2.710 0.770 -1.821  -0.355
C 1.552 -0.950 -3.019  -0.124
C 1.992 -3.477 3.165  -0.261
N 0.623 2.232 -1.936  -0.263
O 2.966 1.266 -0.580  -0.003
H -0.388 -1.272 2.278  0.102
C -2.966 -2.778 -2.710  -0.034
V -0.184 0.357 -0.838  0.873
H -0.391 1.736 -3.756  0.054
H -3.478 -5.106 -0.347  0.145
N -2.020 1.470 -0.134  0.035

* relative energy (zero: lowest compared OMol25 entry of this formula, charge and spin): 31.1 kcal per mole
* total charge: +2
* 2S+1: 2

=====

# 2
Molecular formula: C27H33NO5
Method: DFT, ωB97M-V with the def2-TZVPD basis set

Last column: natural (NBO) charge in e.
Atoms and positions in Å:
H -1.363 -3.025 1.812  0.203
O 1.454 -4.288 -3.450  -0.494
H 2.132 -2.628 -4.493  0.174
N -0.667 0.468 -2.743  -0.450
H 2.931 2.491 5.621  0.197
H -0.242 4.826 4.119  0.198
C -0.874 3.797 0.416  -0.328
C -0.081 -1.351 2.129  -0.091
H -1.610 4.316 3.098  0.178
O 0.296 3.698 2.556  -0.508
C -0.555 -0.203 2.741  -0.195
C -0.649 -3.949 -0.532  -0.171
H -0.650 -1.307 -3.813  0.209
H -0.511 5.610 2.544  0.180
H -0.969 -0.020 -0.039  0.208
H 1.765 1.968 1.441  0.221
H 0.766 -0.274 -4.051  0.192
H 1.601 -2.670 1.964  0.221
C -0.962 3.334 -0.888  -0.137
H 1.596 1.156 -0.887  0.212
C -0.241 -2.736 0.017  -0.095
H 2.710 -4.234 -5.002  0.201
C 2.471 -3.609 -4.143  -0.251
C -1.989 -0.409 -0.056  -0.116
H -0.155 1.447 4.022  0.216
H -0.382 -5.375 -2.111  0.225
C 2.034 -1.011 3.227  -0.259
H -3.945 -1.651 -0.791  0.477
H -2.423 1.294 -1.960  0.201
C 0.250 0.555 3.573  -0.261
O -2.158 -1.493 0.838  -0.550
C -0.317 -0.277 -3.931  -0.405
H 1.248 1.960 5.854  0.171
H -0.822 2.495 -3.395  0.173
C 0.111 3.305 1.260  0.289
O 2.454 0.853 4.579  -0.496
C 0.901 1.895 -0.519  -0.199
C -2.086 0.375 -2.443  -0.244
C 1.002 2.345 0.778  -0.202
H 3.047 -1.316 3.435  0.223
H -1.579 4.542 0.753  0.218
C 1.369 -2.517 -1.769  -0.269
H 3.367 -3.486 -3.526  0.176
H -2.673 0.380 0.277  0.189
C -0.083 2.383 -1.376  -0.073
H -1.730 3.737 -1.533  0.203
C -0.573 4.665 3.093  -0.253
H 2.156 -1.941 -2.229  0.212
C 1.563 0.168 3.808  0.291
C 0.949 -3.723 -2.317  0.300
H -0.772 0.136 -4.846  0.165
H -2.690 0.229 -3.350  0.193
H -1.575 0.107 2.572  0.223
O -3.744 -1.108 -1.564  -0.725
H -1.441 -4.509 -0.056  0.214
C 0.772 -2.034 -0.617  -0.193
H 1.726 2.779 4.337  0.192
C 1.221 -1.759 2.404  -0.185
C -0.182 1.843 -2.777  -0.232
H -1.776 -1.665 -1.801  0.167
C -0.970 -2.182 1.224  0.078
C -0.067 -4.438 -1.681  -0.261
C -2.370 -0.792 -1.492  0.078
H 1.112 -1.095 -0.208  0.227
C 2.051 2.089 5.121  -0.260
H 0.816 1.830 -3.223  0.204

* SMILES string: COc1ccc(CN(C)C[C@H](O)COC(c2ccc(OC)cc2)c2ccc(OC)cc2)cc1
* relative energy (zero: lowest compared OMol25 entry of this formula, charge and spin): 1.4 kcal per mole

=====

# 3
Molecular formula: C27H34AsClN6NaO9
Method: DFT, ωB97M-V with the def2-TZVPD basis set

Last column: Löwdin charge in e.
Atoms and positions in Å:
C -0.225 -1.485 -4.352  -0.326
H -1.892 -2.422 -2.059  0.083
H 0.700 -1.994 -4.083  0.010
C -0.554 -3.547 0.679  -0.142
H -1.924 1.631 2.600  0.117
H 1.854 0.827 -3.637  0.014
N -0.972 1.976 2.529  0.048
H 0.713 2.190 -3.514  -0.006
N 0.846 -1.835 1.612  0.137
C 4.232 -1.775 -0.617  -0.080
As -0.483 0.016 -3.102  1.101
H 2.040 -0.392 2.413  0.110
C -2.156 3.903 0.109  -0.318
C -2.039 0.803 -4.006  -0.327
O -3.596 0.894 1.706  -0.370
O 1.582 4.890 4.010  0.059
H -0.740 5.538 0.513  0.110
H 2.338 -0.308 -1.398  0.031
O -4.452 -1.148 0.883  -0.318
C 2.026 -2.165 3.663  -0.035
C -2.015 -5.235 -0.208  -0.014
H 0.313 -5.866 3.712  0.110
H -0.156 -1.117 -5.378  0.015
C -1.677 -3.126 -1.264  -0.109
H 1.768 -4.055 4.634  0.113
C 0.893 3.109 2.641  -0.061
H 2.697 -1.752 4.404  0.105
C -0.201 3.915 -0.933  -0.357
H -3.802 3.190 1.275  0.053
H -2.474 -6.214 -0.145  0.114
O 2.365 -1.068 -2.015  -0.139
H 3.087 3.475 1.743  0.047
H 1.691 3.357 -1.750  0.065
N -0.197 1.445 1.582  0.114
C -0.782 -5.663 1.910  -0.029
C -2.306 -4.381 -1.237  -0.034
H 1.150 4.979 -2.219  0.075
C 1.177 4.252 -1.404  -0.030
H 0.746 1.188 -4.988  0.020
H -3.005 -4.649 -2.017  0.105
C 0.063 -5.234 2.868  -0.030
H -2.927 0.197 -3.821  0.013
H 1.766 4.677 -0.591  0.077
C 2.942 -2.156 -1.321  -0.323
H 4.046 -0.967 0.093  0.067
C 2.038 1.726 0.661  -0.577
C 0.861 1.185 -3.902  -0.305
C 1.658 -1.398 2.547  -0.088
N -0.828 2.826 -1.348  0.088
C 0.943 2.116 1.628  -0.145
H -1.052 -2.193 -4.288  0.003
H -0.848 3.542 3.964  0.133
N -2.020 2.844 -0.717  0.041
N -0.825 -2.723 -0.352  0.133
C -0.996 4.632 -0.012  -0.002
H 3.128 -2.938 -2.063  0.107
O 3.103 2.385 0.702  0.015
C -3.386 4.133 0.921  -0.023
C 0.645 -3.923 2.799  -0.145
H -1.865 0.873 -5.082  0.015
C 0.342 -3.077 1.721  -0.144
C 1.515 -3.429 3.786  -0.016
C -1.117 -4.827 0.793  -0.143
O -2.226 -1.026 1.682  -0.335
H 2.231 -2.563 -0.590  0.088
H -2.203 1.800 -3.600  0.002
O 3.024 4.189 2.477  0.097
H -3.151 4.760 1.780  0.078
H 4.974 -1.424 -1.337  0.073
Na -0.271 -0.330 -0.021  0.115
H 4.646 -2.628 -0.074  0.069
H -4.154 4.642 0.335  0.076
O -2.806 0.021 -0.345  -0.390
H -2.582 2.003 -0.726  0.109
C 1.862 4.140 3.097  -0.523
H -1.229 -6.648 1.967  0.110
O 1.784 0.760 -0.092  -0.046
Cl -3.283 -0.332 0.987  0.680
C -0.371 2.982 3.177  -0.011

* relative energy (zero: lowest compared OMol25 entry of this formula, charge and spin): 3.4 kcal per mole
* total charge: -1

=====

# 4
Molecular formula: C27H34AsCsN5S2
Method: DFT, ωB97M-V with the def2-TZVPD basis set

Last column: natural (NBO) charge in e.
Atoms and positions in Å:
C 0.770 3.873 2.360  -0.540
H 4.077 0.671 -0.952  0.182
H 4.375 1.185 -4.636  0.224
C 1.011 -0.582 1.058  -0.282
C -3.517 0.007 1.971  -0.164
H 1.852 0.649 -1.422  0.350
H 0.520 0.341 0.753  0.204
C 2.431 2.927 -5.041  -0.413
H -2.133 -3.060 3.336  0.210
H 0.489 4.813 2.832  0.230
H 2.705 2.746 -6.081  0.203
H -0.540 -0.736 3.404  0.230
H -3.806 -0.204 -6.918  0.462
C 3.969 1.693 -1.340  -0.418
H 2.773 -3.828 2.152  0.225
C -2.942 -0.082 -4.945  0.244
C 2.324 1.423 -3.097  0.624
H -3.759 1.638 4.929  0.230
H -2.972 -5.295 3.944  0.223
C 3.000 -1.733 1.761  -0.195
C -2.266 -3.411 1.218  -0.362
C -2.068 0.478 4.286  -0.215
C -0.084 2.719 2.866  -0.225
H 4.919 2.207 -1.203  0.216
C 0.704 1.228 -4.873  -0.399
H 4.055 -1.723 2.001  0.222
C -4.061 0.795 2.978  -0.232
H 1.627 3.671 -5.021  0.192
As -1.600 -1.682 0.655  0.854
H 0.525 0.211 -4.530  0.215
H -5.047 1.221 2.856  0.232
N 3.629 1.721 -2.746  -0.453
H -4.095 -0.172 1.072  0.212
C -3.335 1.030 4.140  -0.219
H 3.286 3.342 -4.519  0.224
H -0.346 2.843 3.915  0.227
C 0.920 -2.933 1.549  -0.237
C 4.726 1.313 -3.618  -0.411
H 0.432 1.760 2.748  0.204
H 2.918 0.367 1.305  0.214
H 1.831 3.698 2.513  0.242
N -3.399 -0.141 -6.007  -0.679
C 2.279 -2.915 1.847  -0.200
C -3.089 -5.582 0.572  -0.207
H 3.209 2.217 -0.760  0.212
C -1.525 -0.304 3.274  -0.246
C -1.169 3.228 0.810  -0.053
C 2.362 -0.561 1.368  -0.216
N 1.994 1.687 -4.410  -0.445
S 0.397 3.975 0.584  0.325
H 0.702 1.239 -5.963  0.208
N 1.430 0.952 -2.294  -0.862
H 5.153 0.363 -3.282  0.192
H -2.100 2.183 2.280  0.442
H -1.504 0.650 5.195  0.224
C -3.215 -5.932 1.909  -0.189
S -2.317 3.158 -0.386  -0.247
H -2.528 -4.051 -0.818  0.213
H 0.363 -3.858 1.629  0.228
C 0.278 -1.767 1.157  -0.241
H -0.115 1.873 -4.524  0.170
H -3.586 -6.911 2.179  0.224
H -3.361 -6.287 -0.202  0.223
C -2.248 -0.552 2.110  -0.352
C -2.396 -3.766 2.558  -0.157
N -1.286 2.739 2.043  -0.588
C -2.870 -5.024 2.901  -0.220
C -2.619 -4.322 0.228  -0.205
Cs -1.654 0.514 -2.055  0.910
H 5.513 2.068 -3.607  0.204

* electronic energy: -119053.1950 eV
* total charge: +1

=====

no.,M (g/mol)
1,590.7
2,451.6
3,720.0
4,700.6